Entry from the Open Molecules 2025 dataset: C27H34BBrN9O8S5Ti as an isolated structure at a distorted geometry (ωB97M-V/def2-TZVPD).

* multiplicity: 2
* ⟨S²⟩: 0.753
* HOMO-LUMO gap (spin up / spin down): 6.9 / 7.1 eV

Positions of all 86 atoms, in Å:
Ti: 0.4813 0.1987 -0.2631
O: -1.8184 -4.4193 -3.7389
C: -1.4289 -3.3783 -2.9853
C: -0.8058 -2.2540 -3.4899
C: -0.4190 -1.2688 -2.6110
N: -0.5971 -1.3235 -1.2794
C: -1.2355 -2.4044 -0.8289
Br: -1.5757 -2.6405 1.0075
C: -1.6611 -3.4465 -1.6241
H: -1.5848 -4.2663 -4.6619
H: -0.6036 -2.1326 -4.5486
H: 0.0685 -0.3877 -3.0008
H: -2.1723 -4.2932 -1.1923
O: 1.8961 0.3062 -3.8153
S: 2.7681 0.5896 -2.6975
O: 4.1044 0.0643 -2.7857
O: 2.1405 0.1917 -1.4029
C: 2.8611 2.3671 -2.6739
C: 3.9189 2.9000 -3.3963
C: 3.9850 4.2647 -3.6355
C: 2.9858 5.1008 -3.1738
C: 1.9262 4.5848 -2.4422
C: 1.8537 3.2228 -2.1801
S: 0.5180 2.7288 -1.1056
O: -0.2948 3.8879 -0.9220
O: -0.2063 1.5613 -1.7185
O: 1.1430 2.1707 0.1103
H: 4.6804 2.2276 -3.7701
H: 4.8192 4.6711 -4.1944
H: 3.0312 6.1649 -3.3703
H: 1.1497 5.2284 -2.0560
C: -3.2447 2.6271 -0.4660
N: -2.5366 3.0901 0.7203
C: -2.5654 4.3702 1.2232
C: -1.6993 4.3911 2.2583
N: -1.1330 3.1386 2.3788
B: 0.0265 2.8673 3.4485
N: -0.0820 1.3951 3.9418
C: -1.0708 0.9519 4.8023
C: -0.8771 -0.3589 5.0354
N: 0.2443 -0.7185 4.3006
C: 0.8386 -2.0389 4.2537
C: 0.7303 0.3649 3.6389
S: 2.0903 0.3371 2.6102
C: -1.6602 2.3521 1.4324
S: -1.4510 0.6426 1.1549
H: -3.5400 3.5019 -1.0417
H: -4.1191 2.0372 -0.1954
H: -2.5884 2.0006 -1.0629
H: -3.1782 5.1418 0.7910
H: -1.4192 5.1916 2.9205
H: -0.2183 3.6085 4.3862
H: 1.0961 3.0637 2.9408
H: -1.8349 1.6172 5.1670
H: -1.4228 -1.0650 5.6377
H: 0.1942 -2.7252 4.8004
H: 1.8307 -2.0340 4.7033
H: 0.9271 -2.3670 3.2185
N: 1.3649 -1.4838 0.4706
C: 2.3499 -2.0553 0.2648
N: 3.4876 -2.6719 0.3927
C: 4.2248 -2.6024 1.6708
C: 5.6020 -2.0327 1.4065
O: 6.2613 -2.7248 0.3564
C: 5.5547 -2.5910 -0.8683
C: 4.1910 -3.2379 -0.7697
H: 4.2895 -3.6113 2.0817
H: 3.6678 -1.9535 2.3489
H: 6.2200 -2.1438 2.2949
H: 5.5195 -0.9675 1.1622
H: 6.1458 -3.0863 -1.6355
H: 5.4378 -1.5350 -1.1347
H: 4.2815 -4.3167 -0.6352
H: 3.6131 -3.0264 -1.6678
S: -3.7730 -0.6058 -1.9345
C: -3.9441 0.4357 -3.2198
N: -3.1172 0.5426 -4.2856
C: -3.6103 1.4500 -5.3123
C: -4.7078 2.2160 -4.5493
N: -4.9256 1.3521 -3.3934
H: -2.4174 -0.1610 -4.4393
H: -4.0189 0.9076 -6.1659
H: -2.8234 2.1121 -5.6648
H: -5.6138 2.3218 -5.1410
H: -4.3686 3.2090 -4.2496
H: -5.5398 1.5735 -2.6305